[1]
17
Properties=species:S:1:pos:R:3:forces:R:3 method="wB97M-V/def2-TZVPD" de_lowest_ev=0.893 smiles="O=CCCS.O.O" e_tot_ev=-20249.8735
O -1.785326 1.579724 -1.921871 -0.28 -0.43 -0.08
C -0.746519 1.458271 -1.332574 0.93 0.79 0.17
C -0.472076 0.320596 -0.340908 -0.66 1.08 -0.80
C -1.240881 0.787580 0.919404 0.35 -1.71 -0.27
S -0.834385 -0.504684 2.158207 0.36 0.01 -0.17
H -0.005818 2.294831 -1.465220 0.05 -0.55 0.28
H -0.919969 -0.536702 -0.839234 -0.12 -0.34 0.58
H 0.573297 0.113667 -0.123949 0.14 0.28 -0.17
H -2.286582 0.722699 0.633355 -0.12 0.47 0.40
H -0.887437 1.762898 1.234638 -0.29 0.14 0.10
H -1.844656 -0.433258 3.014932 -0.37 0.32 0.10
O 5.453587 -1.105433 1.571361 -0.80 0.48 -0.70
H 5.863649 -0.298022 1.874859 0.53 0.19 0.44
H 4.770386 -0.719869 0.988562 0.27 -0.67 0.27
O -0.629095 -1.421693 -3.075674 0.39 0.49 -0.37
H -0.433652 -1.580357 -4.005306 -0.16 -0.48 -0.06
H -0.339864 -0.501278 -3.016508 -0.23 -0.06 0.30

=====

[2]
17
Properties=species:S:1:pos:R:3:forces:R:3 method="wB97M-V/def2-TZVPD" de_lowest_ev=1.390 smiles="O=CCCS.O.O" e_tot_ev=-20249.3763
O -2.069905 -0.217013 1.228787 -1.14 0.40 0.67
C -1.989299 -1.225216 0.585050 0.14 0.33 -0.67
C -0.547233 -1.544183 0.184158 1.95 0.60 -0.40
C -0.102855 -0.744488 -1.110172 -0.75 -0.36 0.32
S 0.305644 1.024920 -0.848204 -0.13 0.19 -0.02
H -2.991256 -1.737495 0.208522 2.07 0.35 0.47
H -0.252536 -2.598510 0.048123 -0.44 0.35 0.02
H 0.185973 -1.055841 0.900128 -1.38 -1.05 0.08
H 0.745422 -1.216941 -1.584089 0.33 -0.17 0.25
H -0.891113 -0.857128 -1.805488 -0.84 0.29 -1.05
H -0.475795 1.730291 -1.730579 0.23 -0.92 0.41
O -0.515424 2.480468 3.296231 -0.37 -0.33 -0.04
H -1.297217 1.971032 3.520359 -0.35 0.11 0.81
H -0.440443 2.122783 2.414385 0.70 0.15 -0.86
O 3.780467 -1.240478 -2.312056 1.46 -1.52 -1.71
H 2.999112 -0.859819 -2.629979 -1.74 0.90 -0.95
H 3.802771 -0.997587 -1.428030 0.28 0.67 2.66

=====

[3]
17
Properties=species:S:1:pos:R:3:forces:R:3 method="wB97M-V/def2-TZVPD" de_lowest_ev=0.980 multiplicity=2 e_tot_ev=-11452.4796 total_charge=+1
O -0.062953 0.327750 1.116791 -0.20 0.22 -1.16
C -0.207764 0.365596 -0.131950 -0.46 1.87 -1.72
O -0.437478 1.532440 -0.781776 -0.16 -2.36 1.23
C 0.090290 -0.795712 -0.992049 1.04 -1.81 1.20
C -0.795371 -1.880865 -1.672603 -1.00 2.22 0.67
H 0.246635 2.168732 -0.545915 0.67 1.00 0.64
H 0.740995 -1.366256 -0.304063 0.34 0.09 -0.63
H 0.629511 -0.386282 -1.815444 0.82 0.93 -0.25
H -1.735208 -1.336717 -1.954433 0.78 -1.23 -0.42
H -0.950300 -2.568144 -0.888769 -0.80 -1.20 0.43
H -0.170234 -2.334203 -2.450256 -0.57 0.32 -0.02
H 2.783348 2.352344 0.702777 0.52 0.32 1.13
H 2.964131 2.266331 -0.798461 -0.51 -0.06 0.42
O 2.310065 2.139374 -0.082875 -0.38 -0.30 -1.62
H -1.432089 -0.316903 2.842372 -0.28 -0.20 1.40
H -2.368983 0.231154 3.943798 1.17 -1.06 -0.01
O -1.604596 -0.398639 3.812855 -0.99 1.26 -1.29

=====

[4]
19
Properties=species:S:1:pos:R:3:forces:R:3 method="wB97M-V/def2-TZVPD" de_lowest_ev=0.000 e_tot_ev=-28108.4210 total_charge=+2
Sn 3.933892 1.072351 -1.265209 -1.50 0.58 -0.17
O 1.129327 0.151899 -1.201741 2.98 0.80 0.26
S -0.176901 -0.337799 -0.857780 -7.32 -3.35 -0.54
O -0.935604 -1.124850 -1.899659 3.05 2.23 3.18
O -0.132375 -1.153364 0.597291 3.70 1.95 -4.11
C -1.338537 -1.589204 1.116380 -2.65 0.24 0.66
C -1.139846 -2.961638 1.662945 0.84 -0.31 1.17
C -1.294041 1.052206 -0.349723 1.69 -0.28 -0.85
H -2.158492 -1.532404 0.400460 0.15 -0.30 -0.41
H -1.573296 -0.791683 1.821322 -0.34 -0.55 0.78
H -0.955076 -3.731986 0.914259 -0.46 0.17 -0.12
H -1.875216 -3.254794 2.412202 -0.41 -0.01 -0.50
H -0.228310 -2.925871 2.259534 0.24 -0.02 0.04
H -0.769247 1.424705 0.530012 -0.53 0.34 0.06
H -2.342121 0.781216 -0.222493 0.38 -0.52 0.23
H -1.251970 1.737536 -1.196274 0.12 0.19 0.14
O 3.725785 4.004844 -1.585744 0.00 -1.59 0.31
H 4.044337 4.630844 -2.236041 0.31 0.18 -0.58
H 3.337692 4.547992 -0.899743 -0.26 0.24 0.45

=====

[5]
16
Properties=species:S:1:pos:R:3:forces:R:3 method="wB97M-V/def2-TZVPD" de_lowest_ev=3.530 e_tot_ev=-23894.5009
C -2.109446 -1.090283 0.671655 -1.68 -2.39 1.54
C -0.760287 1.522743 0.371579 -0.24 -0.10 -0.86
C -0.058068 -0.880485 -1.085937 -1.64 1.08 1.84
O 2.964254 0.704949 -0.602560 1.06 2.26 0.93
P 2.695182 -0.614850 0.330884 -1.25 0.20 1.26
P -1.470115 0.098237 -0.542848 0.70 -0.63 -0.58
H -1.316971 -1.531406 1.392794 -1.26 0.77 -1.18
H -2.621975 -1.998039 0.096692 1.45 1.80 0.88
H -3.015416 -0.759977 1.289891 1.43 0.05 -0.74
H -0.125469 1.333108 1.185846 1.18 -0.59 0.90
H -1.546413 2.085163 0.763937 -1.93 0.52 0.98
H -0.376908 2.315838 -0.249180 0.80 -0.28 -0.80
H 0.558388 -0.393726 -1.733166 1.83 1.08 -1.84
H -0.149685 -1.919824 -1.165972 -0.14 -1.35 -0.13
H 3.174616 1.542369 -0.040585 -0.69 -2.30 -1.45
H 3.674312 -1.526858 -0.085134 0.39 -0.12 -0.76

=====

[6]
15
Properties=species:S:1:pos:R:3:forces:R:3 method="wB97M-V/def2-TZVPD" de_lowest_ev=6.592 e_tot_ev=-16149.2735
C 1.680462 1.126352 -0.219009 0.89 -1.07 -0.33
C 0.213294 1.234023 -0.219888 -1.21 0.53 -0.63
S -2.457601 0.475973 0.438604 0.93 -1.12 -0.01
C -1.858226 -1.190088 0.391119 -0.74 0.52 0.02
H -0.323702 2.068389 -0.673321 0.65 0.41 0.22
H 2.091828 1.191261 -1.223060 -0.06 0.12 -0.22
H 2.288177 1.718753 0.457821 -0.31 -0.01 0.32
H -0.083762 0.367117 -0.823405 -0.32 0.26 0.01
H -0.191833 1.106344 0.806390 -0.12 0.13 0.01
H -2.734980 -1.842584 0.228803 0.18 0.03 0.14
H -1.285757 -1.452947 1.273415 -0.16 -0.14 0.07
H -1.254950 -1.357766 -0.519703 0.40 -0.01 0.04
H 1.798996 -0.041218 -0.059450 0.31 0.83 0.27
H 1.265631 -2.087863 0.268604 0.02 -0.45 0.06
O 0.852426 -1.315742 -0.126926 -0.44 -0.01 0.03

=====

[7]
15
Properties=species:S:1:pos:R:3:forces:R:3 method="wB97M-V/def2-TZVPD" de_lowest_ev=0.966 smiles=CSC.CO e_tot_ev=-16154.8994
C -0.584498 0.084894 2.036456 1.03 -0.73 1.23
S 0.869270 1.140619 2.350323 -0.54 0.14 0.67
C 1.924818 0.739552 0.987291 0.18 0.37 -1.03
H -1.231996 0.217277 2.903936 -0.32 0.54 -0.35
H -1.057633 0.174603 1.074625 -0.20 0.30 -0.15
H -0.266154 -0.946134 2.194778 0.09 -0.14 -0.49
H 2.369231 -0.245987 0.955167 -0.33 -0.48 0.22
H 2.781436 1.416488 0.953563 -0.26 0.25 0.23
H 1.323856 0.924080 0.095268 0.37 -0.27 -0.23
C -1.060116 -0.777181 -2.585997 0.08 -1.13 1.52
O -0.654923 -0.378586 -1.260019 -0.18 0.23 -0.20
H -2.070485 -0.410574 -2.752819 0.30 0.47 -0.84
H -0.233242 -0.612187 -3.269282 -0.46 0.64 -0.56
H -1.181039 -1.866948 -2.553372 0.09 0.11 0.12
H -0.928531 0.540083 -1.129921 0.16 -0.28 -0.13

=====

[8]
15
Properties=species:S:1:pos:R:3:forces:R:3 method="wB97M-V/def2-TZVPD" de_lowest_ev=1.620 multiplicity=2 e_tot_ev=-16145.6896 total_charge=+1
C 1.331449 -1.785922 1.222204 0.60 -0.24 0.08
O 1.851852 -1.985285 -0.090615 0.34 0.74 0.56
H 0.249985 -1.710074 1.143061 -0.13 -0.15 0.68
H 1.766040 -0.917961 1.735049 -0.09 0.46 -0.55
H 1.683035 -2.563436 1.904416 -0.57 -0.45 -0.27
H 1.112377 -2.136065 -0.669270 -0.19 -0.35 -0.40
C -2.489243 1.053769 -0.571673 0.24 0.84 0.38
C -1.148284 0.326006 -0.658464 0.66 0.27 0.23
S 0.213165 1.387619 -0.072974 -0.26 0.69 -0.61
H -2.823454 1.095620 0.461633 -0.48 -0.69 -0.07
H -2.489498 2.118349 -0.823123 0.51 -0.12 -0.47
H -3.123497 0.561472 -1.301743 -0.46 -0.14 0.41
H -0.881139 0.204976 -1.714217 0.15 -0.13 0.01
H -1.134954 -0.624647 -0.136822 -0.01 -0.04 -0.04
H 0.919460 0.802376 0.917980 -0.32 -0.69 0.05

=====

[9]
16
Properties=species:S:1:pos:R:3:forces:R:3 method="wB97M-V/def2-TZVPD" de_lowest_ev=0.575 multiplicity=2 e_tot_ev=-26991.1576 total_charge=-1
C -0.280189 1.492472 -1.682221 0.69 0.28 0.51
C 0.787414 2.570198 -1.517295 -0.18 0.75 -0.57
C -0.087646 0.379959 -0.674678 -0.76 -0.54 0.80
S -1.538946 -0.735944 -0.641763 -0.65 1.33 -0.60
S -0.444912 -2.557520 0.428626 0.75 -1.42 0.71
H -0.269583 1.074478 -2.687489 -0.14 0.04 -0.08
H -1.225263 1.987224 -1.487471 -0.43 -0.23 -0.24
H 0.815172 3.248964 -2.375627 0.14 -0.24 -0.32
H 0.541602 3.276650 -0.722182 0.14 -0.41 0.49
H 1.776837 2.151469 -1.377412 0.25 0.00 0.13
H 0.074610 0.763065 0.342723 -0.23 0.28 -0.17
H 0.773053 -0.258094 -0.822047 0.40 -0.04 -0.58
H -0.068442 -2.568482 1.738736 0.00 0.26 -0.18
H -0.235511 -3.172564 4.513043 -0.51 0.23 -0.23
H -0.637617 -3.859643 3.132535 -0.18 0.45 0.05
O 0.019421 -3.792231 3.832522 0.72 -0.75 0.27

=====

[10]
16
Properties=species:S:1:pos:R:3:forces:R:3 method="wB97M-V/def2-TZVPD" de_lowest_ev=1.078 smiles=CCO.CSS e_tot_ev=-26990.2125
C 2.706428 -0.040271 -1.263773 0.37 0.05 0.45
C 2.675696 -1.370859 -0.519246 0.00 -1.02 0.75
O 3.248734 -1.452910 0.810000 -1.28 1.28 0.07
H 2.646738 0.831946 -0.621787 0.18 0.03 0.59
H 3.618850 0.101030 -1.875072 -0.74 -0.19 0.08
H 1.767241 0.014197 -1.793448 0.05 0.01 -0.94
H 3.249442 -2.131329 -1.038784 -0.13 0.00 -0.48
H 1.636877 -1.748819 -0.418108 0.40 0.28 -0.35
H 2.541118 -1.050444 1.363745 1.08 -0.42 -0.15
C -2.949897 -0.615453 0.747829 -0.35 0.31 1.51
S -1.924150 0.080642 -0.519924 0.94 0.86 -0.45
S -1.009440 1.717508 0.548394 -0.95 -0.74 -0.58
H -3.893078 -0.080908 0.801679 -0.25 -0.10 -0.20
H -2.437137 -0.348215 1.676906 -0.11 -0.52 0.07
H -3.150442 -1.698489 0.716276 0.45 0.45 -0.37
H 0.250390 1.388607 0.286196 0.31 -0.26 0.01

=====

[11]
16
Properties=species:S:1:pos:R:3:forces:R:3 method="wB97M-V/def2-TZVPD" de_lowest_ev=3.167 e_tot_ev=-26988.1231
C -0.391923 2.253095 1.113167 0.43 0.01 -0.25
C -1.293130 1.327501 0.322664 0.02 -0.23 0.10
S -1.109600 -0.390276 0.841302 2.08 0.46 -1.43
S 1.517513 -0.231034 -0.828851 -2.18 -0.75 2.20
C 1.782281 -1.853123 -0.023186 -0.16 -0.09 -0.75
H -0.540859 3.285902 0.786823 -0.20 0.02 0.45
H 0.664186 2.038335 0.919623 -0.14 -0.19 -0.21
H -0.503497 2.081380 2.183203 -0.31 0.45 0.01
H -2.356476 1.572836 0.404346 0.04 0.06 0.10
H -1.036395 1.309906 -0.732746 -0.28 0.25 -0.09
H 2.860267 -1.978872 -0.094107 -0.01 -0.47 0.39
H 1.362897 -1.910317 0.972980 0.67 0.55 0.38
H 1.232343 -2.646782 -0.531271 0.35 0.11 -0.51
H -0.068052 -1.301533 -2.008616 -0.36 -0.21 -0.48
H -1.220250 -1.752368 -1.207627 -0.37 -0.10 -0.16
O -0.899309 -1.804652 -2.117708 0.41 0.12 0.23

=====

[12]
16
Properties=species:S:1:pos:R:3:forces:R:3 method="wB97M-V/def2-TZVPD" de_lowest_ev=0.600 smiles=CCO.CSS e_tot_ev=-26990.6898
C -0.509980 -0.247699 1.955900 0.30 -0.75 -0.32
C 0.052555 1.081243 2.417840 0.01 0.18 0.10
O -0.346446 2.170337 1.596960 0.07 0.11 -0.25
H 0.251544 -0.895498 1.491208 -0.25 0.34 -0.03
H -0.909855 -0.826615 2.781462 -0.15 -0.02 0.17
H -1.314254 -0.106708 1.228984 0.02 -0.01 0.04
H 1.143684 1.073605 2.382716 -0.07 0.03 0.06
H -0.240821 1.266267 3.455294 -0.01 0.10 0.00
H -1.251144 2.038381 1.290934 0.11 -0.03 0.18
C 0.234394 -1.624309 -3.157941 -0.56 0.60 0.06
S -0.047540 0.169171 -3.211489 -0.10 -0.04 0.09
S 1.405562 0.883792 -1.977570 0.30 0.14 0.15
H 0.118702 -1.957448 -2.130951 0.17 -0.20 -0.04
H 1.194920 -1.858536 -3.588996 0.21 -0.22 0.02
H -0.579730 -2.022957 -3.763377 0.11 -0.22 -0.04
H 0.798414 0.856980 -0.770978 -0.14 -0.02 -0.18